Record 1
The following is a DFT calculation (the ωB97M-V functional and the def2-TZVPD basis) of C30H23AsCl2IN6O8STi as an isolated structure at a distorted geometry.

Its LUMO energy (alpha / beta) is 4.10 / 4.10 eV. The spin multiplicity is 2. The value obtained for the frontier orbital gap (alpha / beta) is 4.470 / 5.331 eV. As for the total charge: -2.

CARTESIAN COORDINATES (ANGSTROEM)
Ti (0.4755, 0.7388, 0.0536)
Cl (6.8237, 2.8312, -0.3832)
C (5.5606, 1.6359, -0.4693)
C (4.4269, 1.8129, 0.2963)
C (3.3796, 0.8759, 0.2526)
N (2.2126, 1.0728, 0.9548)
C (1.8977, 2.4151, 1.2739)
O (2.0553, 2.9208, 2.3948)
C (1.2949, 3.0848, 0.1405)
C (0.9208, 4.4556, 0.1647)
C (0.4016, 5.0281, -0.9517)
C (0.2013, 4.2388, -2.1241)
C (0.5239, 2.9145, -2.0899)
N (1.0493, 2.3325, -0.9867)
C (3.5169, -0.2393, -0.5852)
C (4.6713, -0.4071, -1.3291)
C (5.6896, 0.5259, -1.2914)
Cl (7.1060, 0.2782, -2.2722)
N (2.4427, -1.2062, -0.5835)
C (2.9297, -2.3828, 0.2456)
O (4.1569, -2.5902, 0.2685)
C (1.9858, -3.2408, 0.8715)
C (2.5353, -4.2549, 1.7195)
C (1.7160, -5.1568, 2.3326)
C (0.3320, -5.0856, 2.0942)
C (-0.1173, -4.0870, 1.2406)
N (0.6374, -3.1768, 0.6348)
H (4.3434, 2.6753, 0.9427)
H (1.0874, 4.9996, 1.0840)
H (0.1325, 6.0776, -0.9586)
H (-0.2082, 4.6685, -3.0282)
H (0.3376, 2.2468, -2.9208)
H (4.7851, -1.2790, -1.9548)
H (3.6065, -4.2700, 1.8584)
H (2.1313, -5.9155, 2.9882)
H (-0.3701, -5.7728, 2.5483)
H (-1.1796, -4.0215, 1.0280)
O (-2.8636, 3.5851, -0.7286)
As (-2.7897, 2.1336, 0.2827)
O (-3.7552, 2.2865, 1.5841)
O (-1.1671, 1.9400, 0.5409)
C (-3.7222, 0.8182, -0.8806)
C (-5.0854, 0.8364, -0.5643)
C (-6.0134, 0.0504, -1.2269)
C (-5.5896, -0.8030, -2.2348)
C (-4.2434, -0.8493, -2.5519)
C (-3.3115, -0.0513, -1.8913)
S (-1.6438, -0.2755, -2.5304)
O (-1.5661, -1.6844, -2.8518)
O (-1.5069, 0.6499, -3.6279)
O (-0.7450, 0.0471, -1.3977)
H (-1.9622, 3.7682, -1.0352)
H (-5.3998, 1.4757, 0.2512)
H (-7.0587, 0.1011, -0.9460)
H (-6.2917, -1.4365, -2.7631)
H (-3.8856, -1.5294, -3.3136)
I (2.0191, -0.4579, -3.5498)
C (2.1509, -1.8252, -1.8826)
H (1.1770, -2.3046, -1.8415)
H (2.9152, -2.5428, -2.1794)
N (-2.0006, -1.8208, 0.4780)
C (-1.7814, -1.1068, 1.6108)
C (-2.7456, -1.1298, 2.6356)
C (-2.5082, -0.4394, 3.7932)
C (-1.3127, 0.2592, 3.9431)
C (-0.4348, 0.2701, 2.8862)
N (-0.6481, -0.3993, 1.7398)
H (-2.9418, -1.9696, 0.1665)
H (-1.2555, -1.9025, -0.1968)
H (-3.6600, -1.6882, 2.4823)
H (-3.2507, -0.4344, 4.5820)
H (-1.0913, 0.8297, 4.8330)
H (0.4778, 0.8560, 2.9257)


Record 2
The following is a DFT calculation (the ωB97M-V functional and the def2-TZVPD basis) of C30H23BrCl3NO6PPd as an isolated structure at a distorted geometry.

As for the energy above the lowest of the compared OMol25 structures with the same formula, charge and spin: 37.5 kcal/mol. Its LUMO energy is -5.56 eV. The spin multiplicity is 1. The value obtained for the frontier orbital gap is 6.070 eV. As for the total charge: +1.

CARTESIAN COORDINATES (ANGSTROEM)
Pd (0.3768, 0.1375, -0.9624)
C (-0.5085, -2.7344, 4.6820)
C (-0.5054, -1.3662, 4.9051)
C (-0.5335, -0.4796, 3.8393)
C (-0.5541, -0.9670, 2.5306)
C (-0.6102, -2.3451, 2.3176)
C (-0.5809, -3.2233, 3.3838)
P (-0.8064, 0.1214, 1.1082)
C (-1.0322, 1.8053, 1.6518)
C (-0.0939, 2.4308, 2.4808)
C (-0.2620, 3.7557, 2.8290)
C (-1.3502, 4.4704, 2.3412)
C (-2.2722, 3.8606, 1.5053)
C (-2.1110, 2.5325, 1.1478)
C (-2.3473, -0.5203, 0.4293)
C (-3.5526, -0.5093, 1.0817)
C (-4.6438, -1.2068, 0.5299)
C (-4.4941, -1.9404, -0.6176)
C (-3.2516, -2.0086, -1.2897)
C (-3.0243, -2.8198, -2.4305)
C (-1.7849, -2.8961, -2.9940)
C (-0.7059, -2.1151, -2.5015)
C (-0.9346, -1.3289, -1.4249)
C (-2.1788, -1.2529, -0.7633)
H (-0.4801, -3.4200, 5.5181)
H (-0.4906, -0.9784, 5.9146)
H (-0.5605, 0.5781, 4.0431)
H (-0.7394, -2.7292, 1.3135)
H (-0.6300, -4.2886, 3.2025)
H (0.7803, 1.8956, 2.8239)
H (0.4693, 4.2397, 3.4613)
H (-1.4664, 5.5143, 2.6000)
H (-3.1128, 4.4210, 1.1198)
H (-2.8161, 2.0722, 0.4692)
H (-3.6661, 0.0156, 2.0224)
H (-5.5976, -1.1852, 1.0389)
H (-5.3314, -2.4966, -1.0203)
H (-3.8478, -3.3918, -2.8380)
H (-1.6094, -3.5257, -3.8558)
H (0.2580, -2.1620, -2.9877)
C (5.4653, 0.5364, -2.4261)
C (4.5553, -0.4276, -1.7237)
C (5.0041, -1.5645, -1.0699)
C (4.0963, -2.3956, -0.4360)
C (2.7629, -2.0413, -0.4353)
Br (1.5394, -3.2096, 0.3657)
N (2.3049, -0.9435, -1.0396)
C (3.1932, -0.1769, -1.6906)
H (6.4858, 0.1599, -2.4567)
H (5.4655, 1.4971, -1.9098)
H (5.1321, 0.7134, -3.4485)
H (6.0575, -1.8150, -1.0681)
H (4.4070, -3.3077, 0.0503)
H (2.8017, 0.6830, -2.2052)
Cl (-1.3911, 1.3935, -5.3510)
C (-0.3233, 2.1873, -4.1737)
Cl (1.2491, 2.5692, -4.8378)
C (-0.2028, 1.2258, -3.0141)
O (-0.9637, 1.2891, -1.9864)
O (0.6800, 0.3291, -3.0284)
H (-0.8052, 3.1039, -3.8481)
O (2.3873, 2.7531, -1.5016)
Cl (1.8238, 2.8824, -0.1793)
O (0.4780, 3.3663, -0.2972)
O (2.6200, 3.7111, 0.6501)
O (1.7791, 1.5220, 0.4558)


Record 3
The following is a DFT calculation (the ωB97M-V functional and the def2-TZVPD basis) of C30H23Cl2HfN8 as an isolated structure at a distorted geometry.

As for the energy above the lowest of the compared OMol25 structures with the same formula, charge and spin: 5.0 kcal/mol. Its LUMO energy is -10.49 eV. The spin multiplicity is 1. The value obtained for the frontier orbital gap is 5.554 eV. As for the total charge: +3.

CARTESIAN COORDINATES (ANGSTROEM)
Hf (0.2925, -0.8394, 1.1019)
C (-3.4919, -1.4570, -1.0271)
C (-3.3672, -2.8364, -1.1246)
C (-2.1080, -3.4339, -0.9711)
C (-0.9704, -2.5858, -0.9736)
N (-1.1503, -1.2602, -0.5418)
C (-2.3705, -0.6640, -0.8089)
N (0.1735, -3.0505, -1.5036)
C (1.3169, -2.4208, -1.4016)
N (1.5808, -1.3993, -0.5025)
C (2.9345, -1.1373, -0.4907)
N (3.5765, -0.4945, 0.4576)
C (2.9613, 0.3445, 1.3081)
C (3.7259, 0.6994, 2.4848)
C (3.4205, 1.8245, 3.1877)
C (2.2239, 2.5124, 2.8958)
C (1.3641, 2.0272, 1.9296)
N (1.6835, 0.9000, 1.1772)
C (3.5290, -1.9453, -1.5609)
C (4.8405, -2.0424, -2.0282)
C (5.0571, -2.9418, -3.0590)
C (4.0252, -3.7141, -3.6346)
C (2.7375, -3.7264, -3.1166)
C (2.5011, -2.7546, -2.1328)
H (-4.4636, -0.9959, -1.1460)
H (-4.2955, -3.4295, -1.2564)
H (-2.0092, -4.5055, -0.9432)
H (-2.4047, 0.4250, -0.9186)
H (4.6688, 0.2006, 2.6330)
H (4.0597, 2.1809, 4.0113)
H (1.9353, 3.4135, 3.4465)
H (0.4098, 2.5136, 1.7489)
H (5.6363, -1.4329, -1.5938)
H (6.0489, -3.0720, -3.4455)
H (4.2719, -4.2679, -4.4784)
H (1.9789, -4.4414, -3.4913)
C (-3.4194, 0.3338, 2.9914)
C (-2.2007, -0.2236, 2.7260)
N (-1.2627, 0.3332, 1.9172)
C (-1.6760, 1.4659, 1.2008)
C (-2.7972, 2.1591, 1.4965)
C (-3.7415, 1.5680, 2.3945)
C (-3.0916, 3.4941, 0.9988)
C (-2.4910, 4.2169, -0.0252)
C (-2.0441, 3.7616, -1.3402)
C (-1.5021, 4.7545, -2.2117)
C (-1.4882, 4.4134, -3.5616)
N (-1.9334, 3.2429, -4.0142)
C (-2.3512, 2.3531, -3.1044)
N (-2.3707, 2.5390, -1.7858)
H (-4.0510, -0.1976, 3.7037)
H (-1.9533, -1.1978, 3.1165)
H (-0.9915, 1.7079, 0.3489)
H (-4.6773, 2.0957, 2.4609)
H (-3.7514, 4.0401, 1.6560)
H (-2.3272, 5.2815, 0.1397)
H (-1.1872, 5.6801, -1.8303)
H (-1.1901, 5.1133, -4.3269)
H (-2.8378, 1.4538, -3.5194)
Cl (0.0914, -3.1982, 1.8421)
C (1.1043, -3.0754, 3.4323)
Cl (1.1113, -1.2442, 3.6478)
H (2.0781, -3.4588, 3.2057)
H (0.6288, -3.6054, 4.2092)